--- one ---
Computed, not measured: a 2-piece molecular cluster, C2H5NO2 overall, with ωB97M-V/def2-TZVPD.

Calculated values
HOMO energy: -9.653 eV
SMILES: O=CO.C=N
2S+1: 1

The geometry in XYZ format:
```
10
C2H5NO2, DFT ωB97M-V/def2-TZVPD
O -7.410 1.011 0.876
C -6.362 1.390 0.501
O -5.757 2.558 0.914
H -5.694 0.826 -0.144
H -4.917 2.563 1.377
C 5.771 -1.540 -0.364
N 6.843 -1.863 -0.928
H 5.816 -0.758 0.407
H 4.795 -1.833 -0.832
H 6.915 -2.355 -1.807
```


--- two ---
Computed, not measured: one molecule with the formula C2H5NO2, with ωB97M-V/def2-TZVPD.

Calculated values
HOMO energy: -9.644 eV
SMILES: NCC(=O)O
2S+1: 1

The geometry in XYZ format:
```
10
C2H5NO2, DFT ωB97M-V/def2-TZVPD
N -0.777 0.737 -0.979
C 0.472 0.176 -0.513
C 0.228 -0.642 0.741
O 0.217 -1.841 0.788
O 0.028 0.127 1.829
H -1.499 0.060 -1.188
H -0.672 1.370 -1.754
H 1.148 0.993 -0.275
H 0.987 -0.491 -1.211
H -0.131 -0.488 2.562
```


The structure with the least stability is one.


--- one ---
Computed, not measured: a 2-piece molecular cluster, C2H5NO2 overall, with ωB97M-V/def2-TZVPD.

Calculated values
HOMO energy: -10.099 eV
SMILES: NC=O.C=O
2S+1: 1

The geometry in XYZ format:
```
10
C2H5NO2, DFT ωB97M-V/def2-TZVPD
N 0.518 -0.332 -1.252
C -0.466 0.590 -1.499
O -0.597 1.661 -0.955
H 0.935 -0.692 -2.093
H 1.012 -0.433 -0.377
H -1.175 0.274 -2.264
C -0.207 -0.538 2.060
O 0.651 -1.260 1.616
H -0.883 -0.047 1.341
H -0.303 -0.380 3.142
```


--- two ---
Computed, not measured: a 2-piece molecular cluster, C2H5NO2 overall, with ωB97M-V/def2-TZVPD.

Calculated values
HOMO energy (spin up / spin down): -8.077 / -8.285 eV
2S+1: 1

The geometry in XYZ format:
```
10
C2H5NO2, DFT ωB97M-V/def2-TZVPD
C 2.033 -0.917 0.256
C -0.497 0.580 0.176
N -0.533 -0.705 0.600
O 2.212 0.115 -0.264
O -1.075 -1.658 -0.244
H 2.815 -1.563 0.521
H 0.476 0.604 -0.476
H -1.271 0.967 -0.507
H -0.373 1.306 1.019
H -1.713 -1.192 -0.938
```


The structure with the least stability is two.